DFT (ωB97M-V with the def2-TZVPD basis set) results for a cluster of 8 separate species, C62H94F12N11O9S4 in total in a non-equilibrium geometry.

Last column: Löwdin charge in e.
Atoms and positions in Å:
C: -2.737 -8.874 5.817  -0.019
C: -2.534 -8.680 4.328  -0.253
C: -2.131 -7.277 3.862  -0.195
O: -0.914 -6.826 4.433  -0.223
C: -0.237 -5.647 3.901  -0.034
N: -1.296 -9.546 3.959  0.223
H: -0.992 -9.526 2.996  0.165
H: -0.423 -9.260 4.378  0.156
H: -1.519 -10.452 4.346  0.163
H: -3.648 -8.388 6.167  0.113
H: -1.830 -8.566 6.336  0.099
H: -2.962 -9.915 6.049  0.097
H: -3.384 -9.033 3.744  0.165
H: -2.906 -6.603 4.228  0.143
H: -2.116 -7.144 2.780  0.128
H: -0.958 -4.830 3.933  0.091
H: 0.027 -6.021 2.912  0.086
H: 0.587 -5.240 4.486  0.094
C: -1.047 8.885 2.033  -0.074
C: 0.180 9.837 1.952  -0.239
C: 1.497 9.093 1.991  -0.143
N: 2.751 9.927 1.746  -0.232
C: 2.730 10.482 0.283  -0.076
C: 4.071 11.160 -0.033  -0.140
C: 5.289 10.213 0.267  -0.176
C: 5.344 9.645 1.695  -0.160
C: 3.991 9.050 2.027  -0.114
C: 2.716 11.190 2.688  0.075
H: -1.948 9.476 2.198  0.081
H: -0.846 8.182 2.841  0.075
H: -1.238 8.340 1.108  0.081
H: 0.154 10.681 2.642  0.107
H: -0.013 10.282 0.976  0.107
H: 1.498 8.398 1.151  0.134
H: 1.550 8.525 2.919  0.142
H: 2.510 9.606 -0.327  0.137
H: 1.869 11.150 0.273  0.124
H: 4.002 11.417 -1.090  0.126
H: 4.314 12.043 0.558  0.110
H: 5.216 9.419 -0.476  0.113
H: 6.213 10.731 0.010  0.119
H: 6.139 8.919 1.522  0.121
H: 5.728 10.281 2.493  0.123
H: 3.828 8.101 1.516  0.135
H: 4.018 8.681 3.053  0.133
H: 1.801 11.701 2.392  0.094
H: 3.552 11.841 2.431  0.097
H: 2.765 10.717 3.669  0.119
C: -9.886 -6.779 -3.955  -0.076
C: -9.386 -5.344 -4.069  -0.239
C: -8.478 -5.199 -5.247  -0.120
N: -7.363 -4.170 -4.968  -0.218
C: -7.928 -2.830 -4.403  -0.070
C: -8.829 -2.123 -5.512  -0.139
C: -7.959 -1.769 -6.682  -0.215
C: -7.376 -2.975 -7.331  -0.174
C: -6.593 -3.879 -6.339  -0.061
C: -6.317 -4.606 -3.953  0.000
H: -9.160 -7.494 -3.568  0.087
H: -10.167 -7.208 -4.917  0.082
H: -10.793 -6.771 -3.349  0.092
H: -8.883 -5.202 -3.112  0.110
H: -10.132 -4.553 -4.145  0.122
H: -9.126 -4.799 -6.027  0.130
H: -7.993 -6.103 -5.615  0.140
H: -8.280 -3.004 -3.387  0.124
H: -7.167 -2.065 -4.241  0.129
H: -9.716 -2.651 -5.864  0.119
H: -9.225 -1.223 -5.043  0.124
H: -8.481 -1.239 -7.479  0.134
H: -7.094 -1.170 -6.397  0.122
H: -8.103 -3.563 -7.892  0.122
H: -6.761 -2.738 -8.199  0.126
H: -6.384 -4.907 -6.635  0.121
H: -5.548 -3.647 -6.137  0.116
H: -5.429 -3.974 -3.933  0.100
H: -6.047 -5.656 -4.068  0.113
H: -6.672 -4.422 -2.939  0.101
C: 21.331 2.672 -1.269  0.054
N: 19.852 2.480 -1.248  -0.067
C: 19.304 1.276 -0.757  0.072
C: 17.982 1.246 -0.406  0.020
C: 17.178 2.352 -0.677  -0.083
C: 17.775 3.492 -1.308  0.073
C: 19.097 3.469 -1.726  0.023
C: 15.701 2.250 -0.266  -0.103
C: 15.378 1.585 0.905  0.068
C: 14.012 1.590 1.305  0.050
N: 13.095 2.263 0.596  -0.074
C: 13.450 2.935 -0.541  0.008
C: 14.722 2.930 -0.997  0.038
C: 11.666 2.358 1.077  0.061
H: 21.767 2.185 -0.396  0.117
H: 21.649 3.700 -1.444  0.117
H: 21.658 2.117 -2.148  0.120
H: 20.031 0.563 -0.397  0.156
H: 17.657 0.357 0.114  0.137
H: 17.199 4.363 -1.583  0.130
H: 19.661 4.229 -2.247  0.160
H: 16.196 1.351 1.571  0.141
H: 13.617 1.038 2.145  0.156
H: 12.667 3.400 -1.121  0.152
H: 14.849 3.636 -1.805  0.141
H: 11.279 1.364 0.850  0.113
H: 11.087 3.145 0.595  0.109
H: 11.748 2.534 2.150  0.112
C: -5.567 -0.215 7.136  0.043
N: -6.153 1.022 6.526  -0.051
C: -5.447 2.047 5.970  0.058
C: -6.078 3.119 5.341  0.044
C: -7.443 3.121 5.249  -0.101
C: -8.183 1.995 5.694  0.065
C: -7.517 0.961 6.339  0.051
C: -8.228 4.261 4.558  -0.090
C: -7.682 5.002 3.490  0.086
C: -8.356 6.157 3.016  0.015
N: -9.479 6.488 3.566  -0.095
C: -10.101 5.680 4.497  0.061
C: -9.508 4.571 4.966  0.031
C: -10.001 7.763 3.178  0.032
H: -5.404 -0.105 8.208  0.119
H: -4.651 -0.457 6.598  0.108
H: -6.113 -1.135 6.926  0.114
H: -4.378 1.898 5.993  0.155
H: -5.606 3.906 4.771  0.126
H: -9.261 1.983 5.629  0.129
H: -8.013 0.121 6.803  0.156
H: -6.645 4.770 3.296  0.119
H: -7.902 6.827 2.300  0.159
H: -11.020 6.139 4.832  0.159
H: -10.049 3.929 5.646  0.140
H: -11.056 7.779 3.450  0.119
H: -9.803 7.924 2.118  0.120
H: -9.511 8.574 3.716  0.128
C: 2.119 0.095 -5.279  0.037
N: 2.486 -1.304 -5.530  -0.083
C: 1.869 -2.308 -4.847  0.052
C: 2.335 -3.603 -5.021  0.035
C: 3.359 -3.933 -5.914  -0.097
C: 3.985 -2.847 -6.577  0.078
C: 3.548 -1.532 -6.320  0.031
C: 3.755 -5.397 -6.086  -0.124
C: 5.082 -5.840 -6.174  0.065
C: 5.383 -7.129 -6.698  0.059
N: 4.331 -7.944 -6.987  -0.076
C: 3.015 -7.599 -6.798  0.071
C: 2.744 -6.324 -6.253  0.043
C: 4.637 -9.352 -7.305  0.034
H: 1.418 0.259 -4.460  0.117
H: 1.877 0.600 -6.214  0.122
H: 3.025 0.557 -4.888  0.115
H: 0.989 -1.996 -4.304  0.155
H: 1.815 -4.356 -4.446  0.134
H: 4.743 -3.069 -7.314  0.136
H: 4.003 -0.713 -6.857  0.159
H: 5.969 -5.292 -5.893  0.135
H: 6.383 -7.507 -6.852  0.159
H: 2.233 -8.322 -6.975  0.154
H: 1.705 -6.045 -6.159  0.133
H: 5.198 -9.289 -8.237  0.120
H: 3.753 -9.963 -7.491  0.113
H: 5.228 -9.890 -6.564  0.122
C: 2.468 1.462 1.585  -0.678
F: 3.340 1.297 0.607  0.141
F: 2.233 0.353 2.257  0.149
F: 3.000 2.349 2.427  0.129
S: 0.774 2.227 1.026  0.719
O: 0.143 2.741 2.253  -0.315
O: 1.287 3.187 0.032  -0.346
N: -0.113 0.980 0.216  -0.317
S: -1.407 0.915 0.958  0.539
O: -1.322 0.345 2.353  -0.370
O: -2.243 2.139 0.954  -0.354
C: -2.467 -0.349 -0.019  -0.719
F: -1.958 -1.609 0.179  0.083
F: -3.679 -0.347 0.442  0.171
F: -2.468 -0.007 -1.255  0.167
C: -10.532 -8.572 4.881  -0.586
F: -11.525 -8.280 4.032  0.125
F: -10.946 -8.362 6.171  0.100
F: -10.021 -9.799 4.765  0.150
S: -9.142 -7.226 4.570  0.691
O: -8.653 -6.990 5.910  -0.314
O: -8.196 -7.920 3.677  -0.343
N: -10.015 -5.907 3.894  -0.287
S: -8.896 -5.053 3.399  0.517
O: -7.847 -4.635 4.362  -0.357
O: -8.425 -5.463 2.041  -0.361
C: -9.865 -3.438 3.091  -0.616
F: -9.049 -2.406 2.805  0.089
F: -10.726 -3.607 2.077  0.116
F: -10.576 -3.065 4.211  0.078

- Charge: +7
- 2S+1: 1
- LUMO: -12.48 eV
- E: -6486.638314 a.u.

DFT (ωB97M-V with the def2-TZVPD basis set) results for a structure of composition C23H24N7O2SSc in a non-equilibrium geometry.

Last column: natural (NBO) charge in e.
Atoms and positions in Å:
Sc: 0.984 -0.327 0.286  1.632
N: -3.076 -2.072 0.954  -0.520
C: -1.773 -1.965 0.748  0.383
N: -1.041 -0.960 1.154  -0.645
C: -1.660 0.074 1.882  0.435
N: -0.957 1.026 2.412  -0.330
N: 0.376 0.826 2.138  -0.352
C: 1.243 1.189 3.017  0.125
C: 2.642 0.751 2.796  0.140
C: 3.670 1.077 3.657  -0.196
C: 4.933 0.542 3.439  -0.112
C: 5.130 -0.305 2.361  -0.224
C: 4.052 -0.579 1.530  0.081
N: 2.836 -0.074 1.733  -0.537
C: -3.102 0.042 2.065  -0.169
C: -3.798 1.068 2.708  -0.126
C: -5.164 0.972 2.870  -0.195
C: -5.850 -0.150 2.403  -0.134
C: -5.178 -1.176 1.768  -0.252
C: -3.805 -1.071 1.599  0.239
H: -3.559 -2.889 0.612  0.439
H: -1.298 -2.760 0.186  0.239
H: 0.945 1.710 3.923  0.232
H: 3.480 1.734 4.496  0.249
H: 5.751 0.776 4.107  0.253
H: 6.092 -0.755 2.162  0.256
H: 4.162 -1.240 0.676  0.223
H: -3.249 1.925 3.071  0.247
H: -5.707 1.764 3.365  0.242
H: -6.921 -0.217 2.540  0.243
H: -5.708 -2.047 1.404  0.235
O: 0.077 0.826 -3.346  -0.678
C: -0.200 0.076 -2.407  0.836
O: -0.126 0.449 -1.173  -0.809
C: -0.625 -1.342 -2.694  -0.144
C: -1.634 -1.528 -3.632  -0.171
C: -2.085 -2.799 -3.942  -0.212
C: -1.493 -3.898 -3.333  -0.173
C: -0.462 -3.716 -2.425  -0.230
C: -0.011 -2.440 -2.095  -0.156
S: 1.384 -2.342 -1.003  -0.305
H: -2.066 -0.658 -4.111  0.231
H: -2.879 -2.936 -4.663  0.237
H: -1.818 -4.899 -3.581  0.237
H: 0.029 -4.573 -1.983  0.236
N: 1.447 2.972 -3.410  -0.715
C: 2.461 3.251 -2.332  -0.240
C: 2.148 2.495 -1.046  -0.248
N: 2.470 1.049 -1.062  -0.854
H: 0.800 3.755 -3.502  0.435
H: 0.851 2.098 -3.210  0.462
H: 1.899 2.846 -4.315  0.438
H: 2.455 4.323 -2.140  0.240
H: 3.447 2.984 -2.709  0.228
H: 1.089 2.608 -0.811  0.226
H: 2.705 2.957 -0.232  0.232
H: 3.472 0.927 -0.951  0.395
H: 2.216 0.629 -1.953  0.399

- Charge: +2
- ΔE to the lowest compared entry with this formula, charge and spin: 0.00 kcal per mole
- 2S+1: 1
- LUMO: -6.38 eV
- E: -2583.266076 a.u.